# 1
DFT (ωB97M-V/def2-TZVPD) results for the molecule C4H7NO2.

CARTESIAN COORDINATES (ANGSTROEM)
C1 0.04884 -2.17908 -1.06338
C2 1.15763 -0.66707 0.42461
N1 0.09125 -0.91842 -0.33570
O1 1.07871 0.46841 1.14616
C3 -0.09886 1.26618 1.22067
C4 -0.20249 2.21874 0.04738
O2 -1.25425 2.57395 -0.42627
H1 0.61793 -2.90926 -0.48812
H2 -0.98566 -2.52002 -1.15629
H3 0.49112 -2.09027 -2.06017
H4 -0.71060 -0.30351 -0.45932
H5 -1.01540 0.67075 1.31095
H6 0.01150 1.85530 2.13753
H7 0.77311 2.57879 -0.33879

For the energy relative to the best compared isomer or geometry (same formula, charge and spin), the calculation gives 317.2 kJ/mol. Its energy is -361.76002 hartree. For the gap between HOMO and LUMO, the calculation gives 9.5 eV.

Taken from the natural (NBO) analysis, the atomic charges in e are: -0.4057 0.3199 -0.6462 -0.5134 -0.2150 0.4080 -0.5065 0.2258 0.1992 0.1986 0.3825 0.1980 0.2300 0.1248

# 2
DFT (ωB97M-V/def2-TZVPD) results for a structure of composition C3H6OS2.

CARTESIAN COORDINATES (ANGSTROEM)
C1 1.98200 0.07034 -0.52024
C2 -0.01862 -0.00518 0.94720
C3 -2.44936 -0.35215 -0.34981
H1 2.57553 -0.21460 -1.60931
H2 2.75378 0.60628 0.16381
H3 1.10904 0.94274 -0.80527
H4 -0.66748 -0.41679 1.88275
H5 0.63073 0.65332 1.39752
H6 -3.10335 0.40343 -1.08992
O1 -2.40490 -1.52629 -0.08549
S1 0.78259 -1.08621 0.06562
S2 -1.18996 0.92512 0.00314

For the energy relative to the best compared isomer or geometry (same formula, charge and spin), the calculation gives 313.9 kJ/mol. Its energy is -989.40897 hartree. For the gap between HOMO and LUMO, the calculation gives 9.2 eV.

Taken from the natural (NBO) analysis, the atomic charges in e are: -0.8294 -0.8168 0.2798 0.2567 0.2268 0.2119 0.2769 0.2433 0.1414 -0.5208 0.3517 0.1787

# 3
DFT (ωB97M-V/def2-TZVPD) results for a structure of composition C23H19Cl7N4O7SiW.

CARTESIAN COORDINATES (ANGSTROEM)
W1 0.11597 0.24601 0.42867
C1 0.48430 -3.06694 2.60280
C2 1.30451 -2.80883 1.38134
C3 2.23401 -3.72093 0.90960
C4 2.97867 -3.42585 -0.22332
C5 2.81142 -2.21051 -0.87054
C6 1.87186 -1.33843 -0.36435
N1 1.12582 -1.64448 0.73307
N2 1.53258 -0.07485 -0.84130
Si1 2.86885 1.05942 -1.36799
C7 2.05716 2.74930 -1.10076
C8 4.23792 0.79014 -0.11304
C9 3.21954 0.80156 -3.18459
H1 -0.15994 -3.93428 2.44821
H2 -0.12488 -2.20423 2.85732
H3 1.13462 -3.30310 3.44549
H4 2.38077 -4.65077 1.43983
H5 3.69578 -4.14326 -0.59953
H6 3.39399 -1.93723 -1.73979
H7 1.31822 2.75430 -0.31133
H8 1.58658 3.12746 -2.00904
H9 2.81979 3.47736 -0.81792
H10 3.86131 0.34938 0.81250
H11 4.71285 1.73553 0.15181
H12 5.02440 0.13683 -0.49536
H13 2.31267 0.60192 -3.75674
H14 3.91983 -0.01572 -3.36581
H15 3.67914 1.70543 -3.58976
O1 2.69798 2.24205 2.61055
C10 1.57659 1.97483 2.34199
O2 1.21106 0.74075 1.87465
C11 0.41328 2.91348 2.48344
C12 0.42126 3.90635 3.44931
C13 -0.67576 4.73042 3.57579
C14 -1.81762 4.55824 2.81953
C15 -1.84737 3.55336 1.87357
C16 -0.70046 2.76623 1.64525
O3 -0.59779 1.88370 0.60684
N3 -3.11416 3.27877 1.18133
O4 -3.93339 4.15611 1.13682
O5 -3.27773 2.13723 0.78263
N4 -0.64552 5.82240 4.58531
O6 0.36439 5.91293 5.24379
O7 -1.63277 6.51740 4.64835
H16 1.27856 4.04429 4.09607
H17 -2.67701 5.19829 2.97535
Cl1 -0.73535 1.17230 -2.21041
C17 -2.25341 0.90790 -3.18098
Cl2 -3.68307 0.68754 -2.19107
H18 -2.08465 0.03216 -3.79547
H19 -2.37953 1.80326 -3.77883
Cl3 -1.59215 0.07215 2.72142
C18 -2.33887 -0.93716 1.51492
C19 -1.58125 -1.01449 0.34644
C20 -2.01660 -1.95718 -0.59286
Cl4 -0.97557 -2.21596 -1.94788
C21 -3.18965 -2.67557 -0.43823
Cl5 -3.70070 -3.76465 -1.64415
C22 -3.95779 -2.48406 0.72431
Cl6 -5.41275 -3.32805 0.92631
C23 -3.51011 -1.62218 1.74151
Cl7 -4.37141 -1.43901 3.19928

For the energy relative to the best compared isomer or geometry (same formula, charge and spin), the calculation gives 46.5 kJ/mol. As for the total charge: +2. Its energy is -5210.80453 hartree. For the gap between HOMO and LUMO, the calculation gives 5.9 eV.

Taken from the natural (NBO) analysis, the atomic charges in e are: 2.2245 -0.6634 0.3203 -0.2437 -0.0602 -0.2704 0.3836 -0.5553 -0.9378 1.7562 -1.1280 -1.1393 -1.1351 0.2601 0.2227 0.2681 0.2592 0.2584 0.2563 0.2101 0.2666 0.2784 0.2537 0.2809 0.2643 0.2616 0.2576 0.2782 -0.4430 0.7808 -0.7160 -0.2311 -0.0960 0.0454 -0.1234 -0.0085 0.3792 -0.6126 0.5306 -0.2908 -0.3895 0.5278 -0.3254 -0.3213 0.2946 0.3089 0.0305 -0.3591 0.0469 0.2445 0.2561 0.1668 -0.0022 -0.4812 0.0913 0.0767 -0.1382 0.1376 -0.0144 0.1747 -0.1040 0.1369

# 4
DFT (ωB97M-V/def2-TZVPD) results for the molecule C21H32N6O.

CARTESIAN COORDINATES (ANGSTROEM)
C1 -1.81301 -2.17258 2.63992
H1 -1.45656 -2.94196 3.32010
H2 -1.18793 -2.17553 1.74968
H3 -2.83234 -2.41192 2.34768
C2 -1.77204 -0.81127 3.32903
N1 -2.27841 0.22923 2.47600
C3 -1.78873 0.61431 1.28260
C4 -2.61326 1.61238 0.80731
C5 -3.59288 1.76507 1.81068
N2 -3.36803 0.91925 2.80451
C6 -4.73957 2.71239 1.83043
H4 -4.38412 3.74229 1.81095
H5 -5.37569 2.55752 0.95928
H6 -5.32382 2.55363 2.73200
C7 -2.46885 2.34612 -0.48790
N3 -1.65790 1.55420 -1.38527
C8 -2.32736 0.38515 -1.91830
C9 -1.26456 -0.66062 -2.28875
H7 -1.20631 -1.44293 -1.53312
H8 -1.48478 -1.12110 -3.25199
C10 0.09447 0.03971 -2.37775
N4 1.09029 -0.83914 -2.93106
C11 2.12962 -1.41955 -2.28713
C12 2.81918 -2.16828 -3.22168
C13 2.09855 -1.98324 -4.40557
N5 1.06463 -1.18830 -4.21208
H9 2.29202 -2.39472 -5.37590
H10 3.69886 -2.75818 -3.06573
N6 2.41931 -1.20009 -0.93582
C14 1.59743 -1.49161 0.11064
O1 0.47967 -1.94201 -0.01923
C15 2.19141 -1.15580 1.46773
H11 1.47531 -1.51687 2.20945
C16 3.57611 -1.79571 1.71718
H12 3.84649 -2.51344 0.94217
H13 3.55679 -2.33461 2.66460
C17 4.56558 -0.63092 1.81151
C18 3.71969 0.50398 2.38014
H14 4.17601 1.48270 2.24112
C19 2.39813 0.36625 1.62609
H15 1.56718 0.83488 2.15088
H16 2.48232 0.84240 0.64675
H17 3.55982 0.34543 3.44734
H18 5.42215 -0.87184 2.43894
H19 4.94200 -0.35382 0.82382
H20 3.37901 -0.96813 -0.72406
C20 -0.06402 1.31400 -3.20771
C21 -0.98039 2.28074 -2.43464
H21 -0.38579 3.06825 -1.96194
H22 -1.68803 2.76603 -3.13286
H23 -0.49337 1.04494 -4.17217
H24 0.90850 1.77246 -3.39170
H25 0.42289 0.31593 -1.37281
H26 -2.99689 -0.01139 -1.15481
H27 -2.93740 0.64812 -2.80071
H28 -1.95522 3.29915 -0.31348
H29 -3.46574 2.58321 -0.90390
H30 -0.92692 0.15606 0.84517
H31 -0.74318 -0.56976 3.62197
H32 -2.40035 -0.81049 4.22237

For the energy relative to the best compared isomer or geometry (same formula, charge and spin), the calculation gives 16.0 kJ/mol. The SMILES is CCn1cc(CN2CCC(n3nccc3NC(=O)C3CCCC3)CC2)c(C)n1. Its energy is -1223.19099 hartree. For the gap between HOMO and LUMO, the calculation gives 8.9 eV.

Taken from the natural (NBO) analysis, the atomic charges in e are: -0.6261 0.2088 0.2359 0.2131 -0.2036 -0.1653 -0.0507 -0.1485 0.1392 -0.2798 -0.6407 0.2142 0.2148 0.2323 -0.2090 -0.4608 -0.2316 -0.4181 0.2395 0.2169 -0.0233 -0.1536 0.2947 -0.3539 -0.0479 -0.2689 0.2076 0.2241 -0.6410 0.7109 -0.6189 -0.3183 0.2332 -0.4103 0.2143 0.2190 -0.4022 -0.4014 0.2165 -0.4008 0.2255 0.2047 0.2002 0.2201 0.1858 0.4075 -0.4111 -0.2067 0.1934 0.1641 0.2193 0.2147 0.2210 0.2193 0.1634 0.2040 0.1724 0.2299 0.1864 0.2259